Density functional theory data (wB97M-V/def2-TZVPD) for a structure of composition C40H57BClCoN9PS3 at a distorted geometry.

Results
- Maximum force: 1.1 eV/Å
- Net charge: +1
- LUMO (alpha / beta): -3.2 / -4.2 eV
- ΔE to the lowest compared entry with this formula, charge and spin: 136.5 kJ/mol
- ⟨S²⟩: 3.8529
- Spin multiplicity: 4
- HOMO (alpha / beta): -0.3529 / -0.3809 Eh

Last column: Löwdin charge in e.
Positions of all 113 atoms, in Å:
Co 0.06 0.03 0.10  0.0410
C 5.20 0.60 -1.68  -0.0431
C 4.48 -0.66 -1.33  -0.2271
C 4.92 -1.90 -1.67  0.0738
C 4.16 -3.07 -1.34  -0.2004
N 3.05 -2.99 -0.67  0.2005
N 2.63 -1.75 -0.33  -0.0194
B 1.32 -1.70 0.45  -0.5834
N 0.04 -2.13 -0.19  -0.0043
N -0.68 -3.00 0.61  0.1975
C -1.83 -3.40 0.20  -0.2307
C -2.43 -2.88 -1.00  0.0378
C -1.77 -2.01 -1.78  -0.2604
C -2.39 -1.39 -2.99  -0.0478
C -0.37 -1.72 -1.45  -0.6828
S 0.65 -1.02 -2.54  0.8565
C -2.51 -4.50 1.00  -0.5382
C -4.01 -4.23 1.20  -0.0323
C -2.34 -5.78 0.17  -0.0220
C -1.84 -4.67 2.35  -0.0376
N 1.43 -2.13 1.92  0.0179
N 1.85 -3.39 2.09  0.1954
C 1.96 -3.85 3.30  -0.1936
C 1.63 -3.03 4.42  0.0786
C 1.19 -1.76 4.25  -0.2299
C 0.79 -0.89 5.40  -0.0437
C 1.09 -1.28 2.90  -0.5629
S 0.57 0.29 2.50  0.7645
C 2.52 -5.26 3.44  -0.5421
C 1.84 -6.20 2.45  -0.0444
C 4.02 -5.17 3.13  -0.0317
C 2.32 -5.81 4.86  -0.0533
C 3.22 -0.60 -0.65  -0.6182
S 2.40 0.83 -0.30  0.8544
C 4.65 -4.43 -1.78  -0.5531
C 4.75 -4.44 -3.31  -0.0327
C 3.68 -5.52 -1.33  -0.0523
C 6.03 -4.69 -1.17  -0.0313
H 6.14 0.38 -2.17  0.0872
H 5.38 1.19 -0.79  0.0897
H 4.58 1.20 -2.34  0.0821
H 5.84 -2.01 -2.22  0.1263
H -3.45 -3.16 -1.25  0.1232
H -3.37 -1.83 -3.17  0.0912
H -1.76 -1.51 -3.86  0.0709
H -2.52 -0.31 -2.84  0.0774
H -4.55 -4.11 0.26  0.0838
H -4.19 -3.34 1.82  0.0529
H -4.45 -5.08 1.72  0.1000
H -2.82 -5.70 -0.81  0.0896
H -2.79 -6.62 0.70  0.0936
H -1.28 -6.00 0.01  0.0928
H -1.95 -3.77 2.97  0.0782
H -0.78 -4.86 2.25  0.0560
H -2.31 -5.50 2.88  0.0978
H 1.70 -3.43 5.41  0.1231
H 1.45 -1.08 6.25  0.0915
H -0.23 -1.12 5.71  0.0961
H 0.83 0.16 5.14  0.0527
H 1.83 -5.78 1.45  0.0665
H 0.82 -6.41 2.75  0.0765
H 2.38 -7.15 2.43  0.0926
H 4.18 -4.78 2.12  0.0684
H 4.47 -6.16 3.20  0.0915
H 4.54 -4.52 3.83  0.0922
H 1.27 -5.80 5.15  0.0920
H 2.90 -5.27 5.60  0.0850
H 2.66 -6.85 4.88  0.0937
H 3.78 -4.23 -3.77  0.0932
H 5.07 -5.42 -3.65  0.0921
H 5.47 -3.71 -3.69  0.0801
H 2.69 -5.38 -1.75  0.0872
H 3.59 -5.54 -0.25  0.0614
H 4.07 -6.49 -1.66  0.0922
H 6.77 -3.96 -1.49  0.0805
H 6.38 -5.68 -1.47  0.0927
H 5.98 -4.67 -0.08  0.0857
C -4.99 1.59 1.85  -0.1823
N -5.09 0.30 1.16  -0.1400
C -5.17 -0.75 2.18  -0.1826
N -4.07 -0.74 3.14  -0.1324
C -4.00 0.59 3.75  -0.1808
N -3.89 1.68 2.79  -0.1420
C -2.60 1.65 2.11  -0.3218
P -2.33 0.08 1.15  1.0149
C -3.96 0.09 0.27  -0.2974
C -2.80 -1.09 2.51  -0.3097
H -5.92 1.75 2.40  0.1314
H -4.90 2.38 1.10  0.1308
H -5.20 -1.72 1.68  0.1069
H -6.10 -0.62 2.73  0.1339
H -3.15 0.62 4.44  0.1301
H -4.92 0.74 4.33  0.1316
H -1.79 1.77 2.83  0.0646
H -2.55 2.50 1.43  0.0772
H -4.09 -0.86 -0.26  0.0772
H -3.94 0.88 -0.49  0.0941
H -2.00 -1.08 3.26  0.0798
H -2.86 -2.10 2.10  0.0416
Cl 0.46 3.73 0.96  0.7331
C 0.93 3.58 -0.71  -0.6351
C 1.98 4.34 -1.17  -0.1025
C 2.40 4.20 -2.48  -0.0533
C 1.77 3.30 -3.34  -0.0647
C 0.72 2.54 -2.88  -0.0539
C 0.24 2.67 -1.55  -0.3713
C -0.82 1.87 -1.08  -0.0548
H 2.47 5.03 -0.50  0.1115
H 3.23 4.80 -2.84  0.1112
H 2.11 3.20 -4.36  0.1110
H 0.23 1.83 -3.53  0.1011
H -1.41 1.33 -1.82  0.0578
H -1.35 2.23 -0.22  0.0057


Density functional theory data (wB97M-V/def2-TZVPD) for a structure of composition C40H57BN8O7V at a distorted geometry.

Results
- Maximum force: 3.8 eV/Å
- Net charge: -1
- LUMO (alpha / beta): 2.2 / 2.2 eV
- ⟨S²⟩: 2.0140
- Spin multiplicity: 3
- HOMO (alpha / beta): -0.1681 / -0.1817 Eh

Last column: Löwdin charge in e.
Positions of all 114 atoms, in Å:
V -0.13 0.16 -1.67  1.0833
C 3.74 3.85 1.15  -0.0262
C 3.40 2.46 0.71  -0.2658
C 4.20 1.36 0.80  0.0131
C 3.45 0.29 0.26  -0.2325
N 2.24 0.72 -0.10  0.1369
N 2.22 2.06 0.16  0.0262
B 1.08 3.02 -0.18  -0.4765
N -0.19 2.92 0.71  0.0328
N -1.01 1.84 0.86  0.1399
C -1.95 2.19 1.73  -0.2574
C -1.72 3.50 2.19  -0.0013
C -0.60 3.93 1.52  -0.2711
C 0.02 5.29 1.62  -0.0266
C -3.17 1.37 2.13  -0.5215
C -3.20 1.22 3.65  -0.0530
C -4.42 2.16 1.71  -0.0509
C -3.21 -0.01 1.47  -0.0461
N 0.70 3.07 -1.71  0.0722
N 0.17 2.06 -2.48  0.0288
C 0.00 2.54 -3.72  -0.2032
C 0.44 3.86 -3.75  0.0186
C 0.89 4.16 -2.49  -0.2539
C 1.48 5.46 -2.05  -0.0169
C -0.52 1.80 -4.96  -0.5060
C -1.68 0.86 -4.68  -0.0386
C -1.02 2.86 -5.95  -0.0739
C 0.61 1.01 -5.66  -0.0251
C 3.98 -1.12 0.07  -0.5216
C 5.41 -1.21 0.63  -0.0746
C 4.03 -1.48 -1.41  -0.0267
C 3.12 -2.15 0.80  -0.0416
H 4.75 3.84 1.56  0.0768
H 3.72 4.57 0.33  0.0698
H 3.07 4.22 1.93  0.0680
H 5.21 1.34 1.18  0.0986
H 1.49 4.11 0.05  0.0865
H -2.29 4.07 2.91  0.1037
H -0.59 5.90 2.29  0.0771
H 1.04 5.26 2.02  0.0672
H 0.07 5.78 0.65  0.0599
H -3.30 2.19 4.15  0.0753
H -4.05 0.60 3.95  0.0818
H -2.29 0.74 4.01  0.0796
H -4.41 3.17 2.13  0.0753
H -4.48 2.25 0.62  0.0683
H -5.32 1.65 2.06  0.0825
H -2.82 -0.77 2.15  0.0663
H -4.25 -0.29 1.24  0.0842
H -2.62 -0.06 0.56  0.0385
H 0.46 4.53 -4.60  0.1048
H 1.45 6.15 -2.89  0.0791
H 0.93 5.90 -1.22  0.0587
H 2.52 5.34 -1.74  0.0801
H -2.57 1.41 -4.38  0.0775
H -1.92 0.31 -5.59  0.0932
H -1.45 0.12 -3.91  0.0633
H -1.72 3.56 -5.48  0.0873
H -0.20 3.43 -6.38  0.0795
H -1.54 2.35 -6.77  0.0827
H 0.70 0.01 -5.24  0.0662
H 0.37 0.91 -6.72  0.0872
H 1.57 1.50 -5.56  0.0991
H 6.09 -0.54 0.10  0.0825
H 5.44 -0.97 1.70  0.0814
H 5.77 -2.23 0.50  0.0812
H 4.54 -0.72 -2.00  0.1067
H 4.55 -2.44 -1.55  0.0983
H 3.02 -1.59 -1.79  0.0487
H 3.05 -1.93 1.87  0.0819
H 2.11 -2.16 0.38  0.0601
H 3.54 -3.15 0.68  0.0902
O 2.41 -3.99 -5.47  0.1233
C 2.17 -3.18 -4.61  -0.2471
C 1.16 -3.33 -3.48  -0.3073
O 0.55 -4.35 -3.19  0.0684
C 1.10 -2.02 -2.89  -0.2605
C 1.95 -1.08 -3.48  -0.4039
O 1.91 0.12 -3.13  -0.0208
C 2.77 -1.77 -4.51  -0.2762
O 3.71 -1.35 -5.14  0.1135
O 0.30 -1.52 -1.96  -0.1667
C -3.08 0.93 -1.43  -0.1418
O -1.76 0.49 -1.46  -0.3947
H -3.71 0.19 -0.93  0.0754
H -3.46 1.08 -2.44  0.0729
H -3.15 1.87 -0.88  0.0787
C -3.79 -4.13 2.51  -0.0696
C -2.98 -3.89 3.78  -0.2048
N -1.95 -4.89 4.02  -0.0576
C -2.37 -6.22 4.46  -0.2049
C -2.34 -7.26 3.36  -0.0715
C -0.62 -4.67 3.87  -0.4263
O 0.21 -5.54 4.13  0.0689
C -0.19 -3.32 3.37  -0.1435
C 0.29 -2.35 4.23  -0.0156
C 0.70 -1.14 3.71  -0.0498
C 0.62 -0.94 2.33  -0.1521
N 0.16 -1.87 1.50  0.0867
C -0.23 -3.03 2.01  -0.0781
H -4.46 -3.28 2.33  0.0697
H -4.40 -5.03 2.58  0.0656
H -3.13 -4.22 1.65  0.0761
H -3.65 -3.88 4.65  0.1172
H -2.51 -2.91 3.73  0.1022
H -3.37 -6.12 4.88  0.1144
H -1.69 -6.53 5.26  0.1158
H -2.96 -6.97 2.51  0.0634
H -2.70 -8.22 3.73  0.0719
H -1.32 -7.40 3.00  0.0742
H 0.34 -2.55 5.30  0.1209
H 1.09 -0.36 4.35  0.1049
H 0.94 -0.01 1.88  0.0885
H -0.59 -3.77 1.30  0.1305


Density functional theory data (wB97M-V/def2-TZVPD) for a structure of composition C40H58As2BaN2O8S4 at a distorted geometry.

Results
- Maximum force: 8.1 eV/Å
- Net charge: +2
- LUMO: -5.7 eV
- ΔE to the lowest compared entry with this formula, charge and spin: 235.9 kJ/mol
- HOMO: -0.4775 Eh

Last column: Löwdin charge in e.
Positions of all 115 atoms, in Å:
Ba -0.17 -0.91 1.25  1.6544
C -1.92 -4.47 3.54  -0.5123
C -0.52 -5.06 3.65  -0.5063
S 0.82 -3.87 3.29  0.8053
C 1.15 -3.19 4.96  -0.5163
C -0.02 -2.52 5.66  -0.4934
S -0.61 -1.03 4.77  0.8183
C -2.33 -0.96 5.40  -0.4875
C -3.26 -0.18 4.49  -0.5207
S -3.46 -0.81 2.79  0.7987
C -4.33 -2.40 3.11  -0.4969
C -4.07 -3.45 2.05  -0.5157
S -2.34 -4.01 1.81  0.8270
H -1.98 -3.56 4.12  0.0184
H -2.65 -5.20 3.89  0.0998
H -0.40 -5.86 2.92  0.0751
H -0.35 -5.46 4.65  0.0926
H 1.97 -2.48 4.81  0.0723
H 1.52 -4.01 5.58  0.0887
H 0.30 -2.21 6.66  0.0924
H -0.85 -3.22 5.77  0.0647
H -2.30 -0.46 6.37  0.0922
H -2.68 -1.98 5.56  0.0627
H -2.88 0.83 4.36  0.0328
H -4.26 -0.12 4.94  0.0935
H -5.40 -2.18 3.10  0.0890
H -4.06 -2.76 4.10  0.0638
H -4.34 -3.06 1.07  0.0760
H -4.67 -4.33 2.26  0.0876
C -3.13 -5.69 -4.53  -0.0466
C -2.10 -4.59 -4.82  -0.5524
C -0.96 -5.16 -5.67  -0.0261
C -2.80 -3.48 -5.63  -0.0458
C -1.51 -4.05 -3.54  -0.1385
C -1.39 -4.80 -2.37  0.0250
C -0.87 -4.23 -1.22  -0.1446
N -0.45 -2.97 -1.14  0.0586
C -0.49 -2.26 -2.27  -0.2325
C -1.00 -2.75 -3.47  0.0508
C 0.05 -0.88 -2.26  -0.2249
C 0.84 -0.45 -3.32  0.0542
C 1.32 0.85 -3.38  -0.1256
C 0.88 1.70 -2.36  0.0248
C 0.09 1.19 -1.34  -0.1748
N -0.29 -0.08 -1.25  -0.0606
C 2.23 1.30 -4.50  -0.5417
C 2.90 2.64 -4.19  -0.0392
C 1.39 1.42 -5.78  -0.0180
C 3.34 0.26 -4.73  -0.0248
H -3.63 -5.97 -5.46  0.0916
H -3.88 -5.35 -3.83  0.0954
H -2.66 -6.58 -4.14  0.0800
H -1.35 -5.54 -6.61  0.0949
H -0.47 -5.98 -5.15  0.0909
H -0.22 -4.40 -5.89  0.0862
H -3.37 -3.92 -6.44  0.0919
H -2.08 -2.79 -6.07  0.0774
H -3.49 -2.91 -5.00  0.0949
H -1.70 -5.83 -2.35  0.1157
H -0.78 -4.81 -0.31  0.0725
H -1.05 -2.10 -4.33  0.1170
H 1.10 -1.17 -4.09  0.1255
H 1.15 2.74 -2.34  0.0968
H -0.29 1.84 -0.56  0.0851
H 2.18 3.46 -4.20  0.0905
H 3.64 2.86 -4.95  0.0980
H 3.40 2.61 -3.23  0.0719
H 0.59 2.15 -5.65  0.0952
H 0.94 0.46 -6.04  0.0864
H 2.01 1.74 -6.60  0.0965
H 3.94 0.13 -3.83  0.0775
H 4.00 0.60 -5.52  0.0972
H 2.95 -0.71 -5.02  0.0815
C 3.60 -0.87 -0.87  0.0265
O 3.05 0.42 -0.58  0.0005
C 2.33 0.54 0.51  -0.5678
O 1.94 -0.42 1.17  -0.3746
C 1.91 1.89 0.88  -0.3050
C 2.55 3.02 0.56  -0.2400
As 2.05 4.91 0.90  1.3782
C 0.89 5.09 -0.70  -0.2402
C 0.54 4.64 2.13  -0.2708
C -0.11 3.53 2.43  -0.2634
As 0.40 1.70 2.10  1.1070
C 1.49 1.48 3.70  -0.2408
C -1.28 3.44 3.32  -0.5204
O -1.59 2.34 3.77  0.0045
O -1.93 4.55 3.54  -0.0024
C -2.99 4.52 4.50  0.0091
C 0.23 5.95 2.76  -0.5695
O 0.23 6.15 3.94  0.1520
O 0.06 6.88 1.81  -0.0763
C -0.29 8.19 2.26  -0.0076
C 3.90 3.04 -0.06  -0.5552
O 4.82 2.33 0.24  0.1583
O 3.95 4.06 -0.92  -0.1257
C 5.22 4.36 -1.51  -0.0120
H 4.35 -0.70 -1.63  0.1038
H 2.82 -1.55 -1.24  0.1033
H 4.06 -1.29 0.02  0.1160
H 1.52 5.13 -1.58  0.0258
H 0.34 6.02 -0.61  0.0308
H 0.18 4.27 -0.78  0.0247
H 2.20 2.31 3.75  0.0576
H 2.04 0.54 3.69  0.0335
H 0.85 1.51 4.58  0.0183
H -3.17 5.56 4.78  0.1072
H -2.68 3.95 5.38  0.1053
H -3.89 4.07 4.07  0.1075
H 0.04 8.89 1.49  0.1011
H 0.21 8.40 3.21  0.1008
H -1.37 8.25 2.39  0.1063
H 5.12 5.34 -1.96  0.1050
H 5.47 3.61 -2.27  0.0980
H 5.99 4.36 -0.74  0.1067


Density functional theory data (wB97M-V/def2-TZVPD) for a cluster of 13 separate species, C40H58ClIN13O2 in total at a distorted geometry.

Results
- Maximum force: 2.1 eV/Å
- Net charge: +1
- LUMO: -4.2 eV
- ΔE to the lowest compared entry with this formula, charge and spin: 83.9 kJ/mol
- HOMO: -0.4264 Eh

Last column: Löwdin charge in e.
Positions of all 115 atoms, in Å:
C -0.68 2.70 1.23  -0.0894
C -1.76 2.38 0.15  -0.1432
C -1.41 1.09 -0.58  -0.2283
C -2.46 0.27 -1.31  -0.2251
C -3.79 -0.01 -0.66  -0.1073
C -4.75 1.16 -0.84  -0.1772
C -5.22 1.35 -2.29  -0.1084
C -4.29 2.28 -3.04  -0.2556
C -3.77 1.93 -4.25  -0.0794
C -2.90 2.74 -4.91  -0.0908
C -2.52 3.93 -4.36  -0.1003
C -3.04 4.30 -3.16  -0.0882
C -3.91 3.49 -2.51  -0.0569
O -1.64 -0.89 -1.69  -0.1013
C -0.45 -0.36 -2.13  -0.8356
I -0.47 -0.65 -4.30  1.0512
C 0.81 -1.08 -1.66  -0.2063
C 0.69 -2.61 -1.74  -0.2325
O 1.68 -3.26 -1.54  0.0642
N -0.44 1.14 -1.73  -0.3684
Cl 1.09 1.90 -1.49  0.8838
H -0.02 3.49 0.90  0.0644
H -0.12 1.81 1.51  0.0705
H -1.21 3.01 2.14  0.0121
H -2.67 2.21 0.70  0.1154
H -1.84 3.22 -0.54  0.1137
H -0.89 0.42 0.11  0.1566
H -2.67 0.71 -2.30  0.1298
H -4.21 -0.88 -1.16  0.1368
H -3.65 -0.21 0.39  0.1019
H -4.28 2.05 -0.43  0.0808
H -5.62 1.00 -0.22  0.0926
H -6.25 1.66 -2.35  0.1106
H -5.16 0.38 -2.78  0.1176
H -4.03 0.99 -4.72  0.1215
H -2.49 2.47 -5.87  0.1136
H -1.83 4.60 -4.84  0.0675
H -2.76 5.23 -2.69  0.0957
H -4.33 3.76 -1.55  0.1235
H 1.62 -0.79 -2.32  0.0901
H 1.07 -0.84 -0.63  0.1231
H -0.30 -3.04 -1.95  0.1333
H -0.85 1.63 -2.53  0.1135
C 0.26 6.94 -2.74  -0.0582
C -0.77 6.88 -3.78  -0.2641
N -1.58 6.85 -4.60  0.1592
H 0.94 7.77 -2.94  0.0874
H -0.21 7.08 -1.77  0.0831
H 0.83 6.01 -2.73  0.0738
C -8.51 1.07 1.42  -0.0667
C -8.16 2.07 0.41  -0.2761
N -7.89 2.85 -0.39  0.1364
H -8.04 0.12 1.17  0.0584
H -8.15 1.40 2.39  0.0836
H -9.59 0.94 1.46  0.0846
C 4.45 1.90 -0.16  -0.0720
C 5.11 3.09 0.38  -0.2623
N 5.63 4.03 0.80  0.1483
H 4.10 1.28 0.66  0.0856
H 3.60 2.20 -0.77  0.0127
H 5.15 1.33 -0.77  0.0909
C 3.37 -5.94 -0.95  -0.0727
C 4.07 -6.48 0.21  -0.2650
N 4.61 -6.90 1.14  0.1349
H 2.88 -5.00 -0.68  0.0413
H 4.07 -5.75 -1.76  0.0929
H 2.62 -6.64 -1.29  0.0524
C -0.20 3.78 5.87  -0.0865
C -1.21 3.72 4.82  -0.2453
N -2.01 3.66 3.99  0.1246
H 0.44 4.65 5.71  0.0880
H -0.68 3.87 6.84  0.0665
H 0.41 2.89 5.85  0.0608
C 1.51 4.28 9.83  -0.0565
C 1.16 3.19 8.93  -0.2591
N 0.87 2.32 8.22  0.1353
H 2.01 3.88 10.71  0.0873
H 2.18 4.97 9.32  0.0845
H 0.61 4.81 10.13  0.0856
C -3.88 -1.50 3.63  -0.0642
C -4.89 -1.44 2.58  -0.2607
N -5.69 -1.40 1.75  0.1435
H -3.19 -0.67 3.53  0.0774
H -4.36 -1.44 4.60  0.0888
H -3.32 -2.44 3.56  0.0221
C -0.44 -3.72 -7.31  -0.0714
C -0.49 -2.42 -7.98  -0.2962
N -0.53 -1.40 -8.51  0.1328
H -1.27 -4.34 -7.64  0.0865
H 0.50 -4.23 -7.55  0.0868
H -0.50 -3.59 -6.23  0.0516
C 7.74 -7.12 2.94  -0.0790
C 8.47 -6.01 3.53  -0.2873
N 9.05 -5.13 4.01  0.1156
H 7.28 -7.73 3.72  0.0815
H 6.96 -6.74 2.28  0.0389
H 8.42 -7.75 2.36  0.0817
C 0.42 -4.16 2.15  -0.0588
C -0.95 -4.14 2.68  -0.2433
N -2.01 -4.14 3.11  0.1463
H 0.68 -3.17 1.78  0.0707
H 1.12 -4.44 2.93  0.0911
H 0.49 -4.88 1.34  0.0799
C 1.95 -9.92 -0.54  -0.0629
C 2.56 -9.33 -1.73  -0.2846
N 3.05 -8.87 -2.66  0.1369
H 2.72 -10.34 0.10  0.0872
H 1.41 -9.16 0.01  0.0777
H 1.26 -10.71 -0.83  0.0843
C 9.07 4.11 0.09  -0.0824
C 10.02 4.04 -1.01  -0.2846
N 10.77 4.00 -1.89  0.1228
H 8.99 5.13 0.45  0.0828
H 8.09 3.77 -0.24  0.0430
H 9.40 3.47 0.91  0.0823